2 unconnected molecules or ions with the total composition C7H10N3, computed with ωB97M-V with the def2-TZVPD basis set.

Each line ends with the natural charge from an NBO analysis.
Positions of all 20 atoms, in Å:
C -0.6843 -0.9063 2.3278  0.152
C -2.2291 0.1038 -1.5544  -0.033
C -1.8541 -0.3490 -0.3409  -0.112
C -0.1856 0.8878 -1.1430  0.374
C 1.2812 1.1160 -1.3630  -0.652
C 1.6792 -1.0064 1.8081  -0.765
C 0.4687 -0.2266 1.9314  0.143
N -1.5345 -1.5986 2.6482  -0.112
N -1.2003 0.8742 -2.0681  -0.491
N -0.5967 0.1828 -0.1323  -0.394
H -3.0317 -0.0156 -2.2155  0.240
H -2.4740 -0.9737 0.2205  0.255
H 1.6616 0.3720 -2.2049  0.266
H 1.3673 2.2086 -1.7579  0.252
H 1.6485 0.9793 -0.3516  0.224
H 1.8550 -1.6916 0.9067  0.337
H 1.7898 -1.8677 2.4367  0.313
H 2.6013 -0.4615 1.7166  0.269
H 0.5793 0.9125 1.9916  0.298
H -1.1415 1.4598 -2.8560  0.434

- LUMO energy: -6.42 eV
- E_tot: -436.6301 Ha
- HOMO level: -13.187 eV
- Charge: +1
- Maximum force: 3.59 eV/A

---

A molecular structure, C37H46BF3HgN10, computed with ωB97M-V with the def2-TZVPD basis set.

Each line ends with the Mulliken spin population.
Positions of all 98 atoms, in Å:
Hg -0.0375 -0.0518 -0.6427  0.454
C 2.3013 -2.4307 1.7715  0.006
N 2.3479 -2.1541 0.3548  0.016
C 3.6462 -1.6679 -0.0733  -0.003
C 3.6429 -0.8808 -1.3485  0.007
C 4.5503 -1.1262 -2.3616  -0.001
C 4.6118 -0.2411 -3.4372  0.003
C 3.7170 0.8041 -3.4670  0.005
C 2.8171 0.9476 -2.4052  0.029
N 2.8010 0.1576 -1.3620  0.023
C 1.8811 -3.2411 -0.4754  -0.001
C 0.5048 -3.7041 -0.0965  0.004
C 0.3046 -4.9964 0.3754  -0.002
C -0.9894 -5.4100 0.6741  0.001
C -2.0318 -4.5041 0.5622  0.005
C -1.7377 -3.2305 0.1112  -0.007
N -0.5168 -2.8553 -0.2215  0.033
C 2.2490 -1.1682 2.5928  -0.004
C 3.0793 -0.9649 3.6810  0.000
C 2.9255 0.2089 4.4300  0.000
C 1.9775 1.1465 4.0426  -0.001
C 1.1992 0.8538 2.9364  0.026
N 1.3254 -0.2695 2.2434  0.026
H 1.4105 -3.0177 1.9778  -0.001
H 3.1619 -3.0581 2.0900  -0.002
H 4.0524 -1.0025 0.6873  0.000
H 4.3538 -2.5161 -0.1664  -0.002
H 5.1952 -1.9977 -2.2960  0.000
H 5.3117 -0.4012 -4.2604  0.000
H 3.6560 1.4754 -4.3116  0.000
H 2.1413 1.8101 -2.3874  -0.012
H 1.8725 -2.8859 -1.5203  0.000
H 2.5913 -4.0952 -0.4037  0.000
H 1.1401 -5.6885 0.4870  0.000
H -1.1626 -6.4317 1.0188  0.000
H -3.0452 -4.8039 0.7851  0.000
H -2.5514 -2.4978 0.0125  -0.006
H 3.8476 -1.7004 3.9341  0.000
H 3.5629 0.3679 5.3093  0.000
H 1.8720 2.1116 4.5322  0.001
H 0.4705 1.5653 2.5685  0.007
C -3.7431 -1.5280 -4.7038  0.000
C -4.2596 -0.9366 -3.3748  0.002
C -4.0898 -1.9713 -2.2699  -0.001
C -3.5340 0.3341 -3.0229  -0.003
C -3.1535 1.3809 -3.8970  0.010
C -2.5123 2.2807 -3.0646  0.003
N -2.5217 1.8288 -1.8131  0.041
N -3.1673 0.6337 -1.7779  -0.006
B -2.2445 2.6858 -0.5206  -0.061
N -0.8012 3.2842 -0.5129  0.028
C -0.4976 4.2954 -1.3258  0.002
C 0.8282 4.6300 -1.1811  0.001
C 1.2790 3.7679 -0.1838  -0.003
N 0.3119 2.9456 0.1998  0.001
C 2.6250 3.8714 0.4652  0.000
C 3.2097 2.5501 0.9924  -0.029
C 2.5026 4.8950 1.6047  0.000
N -2.6869 1.9702 0.7498  -0.010
C -3.9184 2.1024 1.2288  0.002
C -4.1096 1.2265 2.2786  0.007
C -2.8745 0.5651 2.3806  0.008
N -2.0313 1.0154 1.4509  0.038
C -2.5369 -0.3799 3.4821  -0.001
C -1.6475 -1.5481 3.0584  -0.009
C -1.8774 0.4229 4.6132  0.001
H -4.2594 -2.4768 -4.8824  0.000
H -2.6739 -1.7639 -4.6261  0.002
H -3.9033 -0.8531 -5.5398  0.000
H -5.3226 -0.6945 -3.4859  0.000
H -3.0436 -2.2728 -2.2037  -0.001
H -4.6816 -2.8464 -2.4866  0.000
H -4.3543 -1.5773 -1.3145  -0.001
H -3.2141 1.4036 -4.9686  0.000
H -2.0192 3.2110 -3.3052  -0.002
H -2.9657 3.6541 -0.5853  0.000
H -1.2485 4.7097 -1.9752  0.000
H 1.3824 5.4214 -1.6831  0.002
H 3.3213 4.3112 -0.2641  0.000
H 3.0853 2.4827 2.0824  0.001
H 4.2929 2.4864 0.7978  -0.001
H 2.7386 1.6719 0.5320  0.030
H 1.8040 4.5158 2.3452  0.000
H 2.1237 5.8554 1.2452  0.000
H 3.4470 5.0541 2.1207  0.000
H -4.5994 2.7909 0.7871  0.000
H -5.0080 1.1256 2.8913  0.001
H -3.4726 -0.7933 3.8932  -0.001
H -0.7762 -1.1613 2.5521  0.023
H -1.3622 -2.1361 3.9273  -0.001
H -2.2156 -2.1994 2.3909  -0.004
H -0.9422 0.8795 4.2426  -0.001
H -1.6159 -0.2421 5.4576  0.000
H -2.5456 1.2041 4.9774  0.000
F 1.4691 -1.4203 -3.3450  0.027
C 0.1964 -0.9372 -3.0334  0.242
F -0.5910 -2.0535 -3.2449  0.023
F -0.0444 -0.1275 -4.0966  0.036

- Spin multiplicity: 2
- LUMO energy (spin up / spin down): 2.51 / 2.51 eV
- E_tot: -2463.0347 Ha
- HOMO level (spin up / spin down): -3.035 / -5.198 eV
- Charge: -1
- Maximum force: 1.17 eV/A

---

2 unconnected molecules or ions with the total composition C24H26F3NO5, computed with ωB97M-V with the def2-TZVPD basis set.

Each line ends with the natural charge from an NBO analysis.
Positions of all 59 atoms, in Å:
C -1.8841 -4.1376 0.8645  -0.414
N -1.5467 -3.2084 -0.2143  -0.242
C -0.4418 -3.6579 -1.0663  -0.423
C -2.2766 -2.1130 -0.4067  0.282
C -2.4831 -1.4579 -1.6888  -0.176
C -2.2845 -2.1325 -2.9231  -0.133
C -2.2958 -1.4537 -4.1330  -0.193
C -2.5951 -0.0936 -4.1752  -0.086
C -2.4894 0.6504 -5.4810  0.972
F -3.3124 1.7402 -5.5173  -0.317
F -1.2187 1.1048 -5.7275  -0.314
F -2.8206 -0.1364 -6.5488  -0.320
C -2.9700 0.5640 -3.0064  -0.195
C -2.9510 -0.1084 -1.7855  -0.064
H -1.1006 -4.8996 0.9137  0.238
H -1.9619 -3.5768 1.8049  0.252
H -2.8454 -4.6332 0.6278  0.218
H 0.1510 -4.3562 -0.4637  0.249
H -0.8178 -4.2361 -1.9259  0.205
H 0.1928 -2.8212 -1.3955  0.265
H -2.8346 -1.7279 0.4624  0.234
H -2.1357 -3.2132 -2.9336  0.220
H -2.0736 -1.9884 -5.0459  0.247
H -3.2527 1.6130 -3.0587  0.254
H -3.2694 0.4040 -0.8731  0.231
C -1.3859 5.6697 0.4003  -0.252
O -1.5663 4.2599 0.1933  -0.532
C -1.0602 3.3409 1.0593  0.361
C -1.3685 1.9882 0.7657  -0.294
C -0.8539 0.9664 1.5404  -0.208
C 0.0537 1.2511 2.5705  -0.009
C 0.7158 0.0877 3.3227  -0.417
C 1.9885 -0.3508 2.7474  -0.492
C 3.1734 0.3730 3.1612  0.764
O 3.1815 1.3483 3.8919  -0.669
O 4.3717 -0.0858 2.6414  -0.550
C 4.2422 -0.6190 1.3148  0.532
C 3.7634 0.4562 0.3411  -0.675
C 5.6562 -1.1101 0.9578  -0.623
O 3.3341 -1.7308 1.3319  -0.555
C 2.0721 -1.4536 1.8276  0.763
O 1.1384 -2.1446 1.4554  -0.761
C 0.3535 2.5840 2.8759  -0.182
C -0.1889 3.6337 2.1371  -0.323
H -2.0057 6.1260 -0.3701  0.195
H -1.7348 5.9843 1.3897  0.181
H -0.3405 5.9575 0.2493  0.181
H -1.9939 1.7861 -0.1042  0.180
H -1.1452 -0.0723 1.3497  0.184
H 0.9434 0.4442 4.3357  0.227
H 0.0324 -0.7705 3.3140  0.205
H 2.7977 0.8761 0.6558  0.242
H 4.5054 1.2647 0.3079  0.218
H 3.6656 0.0205 -0.6608  0.208
H 6.0346 -1.7624 1.7470  0.226
H 5.6776 -1.6509 0.0104  0.208
H 6.3395 -0.2573 0.8788  0.217
H 1.0335 2.7964 3.7059  0.244
H 0.0873 4.6688 2.3521  0.215

- LUMO energy: -2.87 eV
- E_tot: -1660.6266 Ha
- HOMO level: -6.018 eV
- Charge: 0
- Maximum force: 2.81 eV/A

---

A molecular structure, C50H41BiN10O3S, computed with ωB97M-V with the def2-TZVPD basis set.

Each line ends with the Mulliken charge.
Positions of all 106 atoms, in Å:
Bi -2.3456 0.3450 1.9437  1.467
O -0.1598 2.6957 -0.4630  -0.290
C 0.2349 2.1621 -1.7310  1.670
C 0.0692 0.5912 -1.9178  0.726
C 1.0002 -0.2454 -1.0239  -0.965
C 2.2893 -0.6129 -1.3552  -0.058
C 3.0096 -1.3987 -0.4801  -1.505
C 2.3803 -1.8380 0.6932  -0.235
C 1.0459 -1.5799 0.8790  -0.533
C 0.2286 -2.0304 2.0474  -1.952
C 0.1963 -0.8754 3.1633  2.052
O -0.3588 0.2985 2.7291  -0.291
C 1.6588 -0.5518 3.6371  -0.045
C 2.2604 0.6598 3.2835  -0.047
C 3.5648 0.9187 3.6038  -0.486
C 4.2962 0.1501 4.4129  -0.666
C 3.7137 -1.0667 4.8410  -0.810
C 2.3490 -1.3754 4.4727  -0.201
C -0.5401 -1.3529 4.3798  -0.405
C -0.7424 -0.4094 5.3754  0.025
C -1.3650 -0.7553 6.5588  -0.796
C -1.8840 -2.0318 6.7376  -0.494
C -1.7149 -2.9885 5.7356  -0.852
C -1.0592 -2.6625 4.5401  -0.293
N 0.3979 -0.7875 0.0506  1.063
C 1.7254 2.5562 -1.9044  0.056
C 2.5349 2.9708 -0.8255  -0.072
C 3.9020 3.2323 -0.9475  -1.028
C 4.4230 3.2037 -2.2568  -0.509
C 3.6118 2.8205 -3.3415  -0.982
C 2.3092 2.4436 -3.1508  -0.190
C -0.6689 2.8037 -2.8003  0.315
C -0.3968 4.1122 -3.3148  -0.402
C -1.1976 4.7017 -4.3056  -0.750
C -2.2293 4.0076 -4.8724  -0.642
C -2.5283 2.7427 -4.4413  -0.894
C -1.7306 2.1253 -3.4674  -0.136
H 0.3560 0.5096 -2.9920  -0.747
H -0.9897 0.2407 -1.7622  -0.045
H 2.7387 -0.2403 -2.3268  0.276
H 4.0182 -1.6325 -0.6759  0.574
H 2.8078 -2.4937 1.4723  0.460
H 0.7012 -2.8887 2.5405  0.723
H -0.7850 -2.3590 1.8380  0.913
H 1.6671 1.3549 2.6547  -0.221
H 3.9951 1.8091 3.1335  0.382
H 5.3213 0.3293 4.7034  0.369
H 4.2627 -1.7835 5.4370  0.397
H 1.9090 -2.2844 4.7791  0.490
H -0.3872 0.5963 5.2095  0.417
H -1.4810 -0.0054 7.3411  0.321
H -2.3388 -2.2947 7.6858  0.396
H -2.0754 -4.0250 5.8669  0.362
H -0.9280 -3.3972 3.7743  0.587
H 2.0056 3.1023 0.0937  0.293
H 4.4994 3.6527 -0.1814  0.512
H 5.4635 3.5562 -2.4284  0.300
H 4.0266 2.8114 -4.2998  0.528
H 1.7421 2.1344 -3.9624  0.488
H 0.4266 4.7218 -2.8682  0.309
H -0.8299 5.7011 -4.6105  0.326
H -2.8175 4.4319 -5.6536  0.411
H -3.3320 2.1817 -4.8991  0.470
H -1.9517 1.0834 -3.2158  0.386
N -2.4480 3.4680 -0.5911  -0.714
C -1.4583 2.6046 0.0804  1.191
O -1.8741 1.2732 0.0006  -0.948
C -1.3690 3.1347 1.5077  -0.775
C -2.4725 2.6080 2.4174  -1.575
H -2.8506 2.8065 -1.2577  0.181
H -3.2018 3.6424 0.0848  0.439
H -1.2826 4.2403 1.4102  0.578
H -0.4652 2.8223 1.9920  -0.027
H -3.5193 3.0339 2.2763  0.355
H -2.2509 2.6814 3.4532  0.675
S -1.0188 -3.0086 -4.8793  -0.297
C -1.6302 -2.5632 -3.2486  0.114
C -2.7683 -1.6986 -3.1952  -0.021
C -3.3696 -1.5820 -1.9493  -0.560
N -2.9642 -2.3132 -0.8359  -0.489
C -1.9280 -3.1056 -0.9646  -0.540
C -1.2438 -3.2958 -2.1606  0.010
C 0.1724 -1.7398 -5.1752  0.399
C -0.1348 -0.4326 -5.4979  -0.247
C 0.9071 0.4437 -5.7717  -0.314
N 2.1795 0.1410 -5.7153  -0.589
C 2.4832 -1.1495 -5.3963  -0.605
C 1.5189 -2.0808 -5.1038  -0.186
H -3.0628 -1.1009 -4.0866  0.436
H -4.2531 -0.9121 -1.8115  0.243
H -1.6529 -3.6734 -0.0941  0.695
H -0.3968 -3.9598 -2.2989  0.294
H -1.1927 -0.1114 -5.5161  0.358
H 0.6755 1.4766 -5.9720  0.533
H 3.5237 -1.4508 -5.4077  0.364
H 1.7596 -3.1033 -4.8563  0.461
N 1.8407 -8.5773 -1.7527  -0.662
C 1.1876 -7.5680 -1.6508  0.389
N 0.6254 -6.3903 -1.7587  -0.542
C 0.4015 -5.7151 -0.6135  0.528
N 0.1090 -5.0514 0.2756  -0.667
N -5.4013 -1.4428 8.0223  -0.653
C -5.2584 -0.6094 7.2362  0.589
N -5.0908 0.3854 6.4192  -0.712
C -4.7064 0.1008 5.1953  0.466
N -4.4239 -0.0187 4.0516  -0.697

- LUMO energy: 3.49 eV
- E_tot: -3316.0621 Ha
- HOMO level: -3.487 eV
- Charge: -2
- Maximum force: 4.51 eV/A

---

A molecular structure, C12H9BrFHgISe, computed with ωB97M-V with the def2-TZVPD basis set.

Each line ends with the Mulliken spin population.
Positions of all 26 atoms, in Å:
Hg -0.3758 0.6752 0.7136  0.086
Se -0.9750 -2.3312 -1.0214  0.854
C -2.0382 -3.7872 -1.6071  -0.044
C -3.4315 -3.7313 -1.6105  0.032
C -4.1727 -4.8366 -1.9974  -0.029
C -3.5384 -6.0032 -2.4034  0.052
C -2.1509 -6.0478 -2.4498  -0.027
C -1.4052 -4.9488 -2.0581  0.046
H -3.9318 -2.8227 -1.3020  -0.004
H -5.2546 -4.7868 -1.9775  -0.001
H -4.1228 -6.8745 -2.6712  0.003
H -1.6431 -6.9456 -2.7810  -0.001
H -0.3237 -4.9791 -2.0982  -0.002
F -0.6281 2.9687 -0.2230  0.023
Br 1.8213 -2.5501 -3.7284  0.001
C 3.5433 -1.8033 -3.4574  0.003
C 4.5545 -2.2019 -4.3223  -0.001
C 5.8340 -1.6974 -4.1732  0.001
C 6.1005 -0.7909 -3.1583  0.000
C 5.0896 -0.3949 -2.2985  -0.002
C 3.7978 -0.8903 -2.4370  0.009
I 2.2837 -0.2401 -1.1054  0.001
H 4.3204 -2.9104 -5.1050  0.001
H 6.6171 -2.0097 -4.8515  0.000
H 7.0963 -0.3858 -3.0333  0.000
H 5.2963 0.3153 -1.5093  0.000

- Spin multiplicity: 2
- LUMO energy (spin up / spin down): 2.52 / 0.74 eV
- E_tot: -5989.1106 Ha
- HOMO level (spin up / spin down): -4.021 / -3.804 eV
- Charge: -1
- Maximum force: 0.85 eV/A

---

A single C3H7N3O molecule, computed with ωB97M-V with the def2-TZVPD basis set.

Each line ends with the natural charge from an NBO analysis.
Positions of all 14 atoms, in Å:
N -1.2642 -0.2102 0.2469  -0.774
C -0.3564 0.2607 1.2280  -0.093
N 0.5973 1.1809 0.5297  -0.456
N 1.4980 0.6219 -0.3088  -0.443
C 0.9543 -0.3395 -1.2049  -0.374
C -0.1527 -1.0502 -1.2929  0.613
O -0.8468 -1.7177 -1.9513  -0.548
H -1.9793 0.5629 0.2276  0.379
H -1.8722 -0.9477 0.5558  0.384
H 0.1548 -0.5305 1.8136  0.199
H -0.8014 0.8326 2.0834  0.181
H 0.0966 1.8533 -0.1405  0.345
H 2.2951 0.2797 0.1935  0.351
H 1.6768 -0.7961 -1.9802  0.236

- LUMO energy: 0.62 eV
- E_tot: -357.8921 Ha
- HOMO level: -7.376 eV
- Charge: 0
- Maximum force: 3.22 eV/A